{"formula": "C21H18F3N5", "method": "ωB97M-V/def2-TZVPD", "symbols": ["C", "C", "N", "C", "C", "C", "C", "C", "N", "C", "N", "C", "C", "N", "C", "N", "C", "C", "C", "C", "C", "C", "C", "C", "F", "F", "F", "C", "C", "H", "H", "H", "H", "H", "H", "H", "H", "H", "H", "H", "H", "H", "H", "H", "H", "H", "H"], "coordinates": [[3.0262, -3.5514, 1.9430], [1.9620, -3.7648, 0.8431], [0.9117, -2.7295, 0.9319], [-0.0565, -2.8705, 1.9657], [-0.8281, -1.7983, 2.3018], [-0.6625, -0.5210, 1.5536], [-1.0535, 0.6908, 2.0990], [-1.7514, 0.7139, 3.3528], [-2.1892, 1.0183, 4.4110], [-0.8312, 2.0164, 1.3928], [-0.5382, 3.0505, 2.3871], [0.3324, 1.9444, 0.3256], [0.3030, 3.1881, -0.4772], [0.3456, 4.1788, -1.0905], [1.6530, 1.8562, 0.9544], [2.7168, 1.6899, 1.3676], [0.1947, 0.7332, -0.5732], [-0.8441, 0.9490, -1.6916], [-2.1878, 0.8705, -1.3638], [-3.2126, 1.0624, -2.2654], [-2.9083, 1.3817, -3.5651], [-1.5764, 1.4349, -3.9645], [-0.5292, 1.1858, -3.0955], [0.8959, 1.0800, -3.6761], [1.3236, -0.1826, -3.4019], [0.9105, 1.2241, -5.0431], [1.7829, 1.9236, -3.0791], [-0.0405, -0.6285, 0.1766], [1.2775, -1.4152, 0.3679], [2.5847, -3.4370, 2.9160], [3.6096, -2.6328, 1.7456], [3.7374, -4.3585, 1.9254], [1.4514, -4.7099, 1.0260], [2.3690, -3.8202, -0.1712], [-0.2330, -3.8568, 2.4312], [-1.5778, -1.8750, 3.0682], [-1.7342, 2.3585, 0.8604], [0.2386, 2.7469, 2.9415], [-1.3483, 3.1908, 2.9865], [1.1886, 0.6557, -1.0846], [-2.5105, 0.6309, -0.3619], [-4.2414, 0.8919, -1.9857], [-3.6451, 1.5389, -4.3478], [-1.3626, 1.6278, -5.0003], [-0.6940, -1.2162, -0.4499], [1.7534, -1.5699, -0.5930], [1.9879, -0.8960, 1.0064]], "atomic_forces_ev_per_a": [[0.385, 0.739, -1.459], [-0.581, 0.308, 1.198], [-0.255, -1.200, 0.517], [0.501, 1.547, -1.522], [0.672, 0.192, -1.024], [-0.843, 0.651, 1.367], [0.220, -2.342, -1.746], [-0.586, 1.780, 3.115], [1.009, -1.319, -3.227], [-0.104, 0.664, 0.775], [-0.283, 0.295, -1.010], [-1.008, 0.701, 0.879], [0.283, 2.026, -0.971], [-0.218, -2.059, 1.174], [0.910, -0.164, 0.617], [-0.762, 0.167, -0.157], [0.602, -1.336, -1.974], [0.462, 0.054, -1.172], [0.003, -0.031, 0.467], [-0.344, -0.072, -0.727], [0.285, 0.041, -0.635], [0.227, -0.116, 0.062], [-0.080, 0.210, 1.306], [-0.865, -0.308, 0.495], [0.348, 0.343, -0.357], [0.370, 0.159, 1.791], [-0.642, -0.534, -1.016], [1.113, 1.057, 0.767], [-1.305, -0.680, 0.466], [-0.308, -0.169, 0.417], [-0.278, -0.304, 0.059], [0.273, -0.448, 0.206], [0.071, -0.165, -0.067], [0.031, 0.255, 0.198], [0.551, 0.594, -0.467], [-0.084, 0.024, 0.184], [0.303, -0.243, 0.019], [0.350, -0.031, 0.572], [0.312, -0.009, -0.064], [-0.805, -0.096, 0.390], [0.331, -0.110, 0.303], [-0.053, 0.181, 0.221], [-0.153, -0.020, 0.372], [0.115, 0.045, -0.192], [-0.230, -0.352, -0.125], [0.056, -0.195, -0.239], [0.006, 0.270, 0.213]], "nbo_charge": [-0.6269, -0.1987, -0.4317, 0.0718, -0.3740, 0.1235, -0.2411, 0.2694, -0.3136, -0.0140, -0.8174, -0.2792, 0.3132, -0.2589, 0.3007, -0.2759, -0.2067, 0.0117, -0.2254, -0.1835, -0.1982, -0.1705, -0.1215, 0.9784, -0.3341, -0.3188, -0.3142, -0.2647, -0.2001, 0.2135, 0.2091, 0.2162, 0.1960, 0.2045, 0.2251, 0.2374, 0.2253, 0.3635, 0.3840, 0.2523, 0.2198, 0.2231, 0.2235, 0.2330, 0.2495, 0.2154, 0.2091], "e_homo_ev": -8.209, "lumo_ha": -0.005, "smiles": "CCN1C=CC2=C(C#N)[C@@H](N)C(C#N)(C#N)[C@H](c3ccccc3C(F)(F)F)[C@H]2C1"}


{"formula": "C21H18F5NSV", "method": "ωB97M-V/def2-TZVPD", "symbols": ["V", "C", "C", "C", "C", "C", "C", "H", "H", "H", "H", "H", "H", "F", "C", "C", "F", "C", "F", "C", "S", "C", "F", "C", "F", "C", "N", "C", "C", "C", "C", "C", "C", "C", "C", "H", "H", "H", "H", "H", "H", "H", "H", "H", "H", "H", "H"], "coordinates": [[0.7016, 0.5181, 0.0924], [-0.2225, 3.2976, 2.1597], [-0.3149, 2.0564, 2.8700], [0.6759, 1.0933, 2.7337], [1.7309, 1.2461, 1.8020], [1.7064, 2.3987, 0.9785], [0.7593, 3.3808, 1.1601], [-0.8564, 4.1234, 2.4182], [-1.1752, 1.8731, 3.4946], [0.6515, 0.1793, 3.3396], [2.6949, 0.7021, 1.8836], [2.6027, 2.5835, 0.3939], [0.8225, 4.2688, 0.5824], [-3.9432, -4.9326, 3.2251], [-2.9515, -4.1450, 2.7283], [-3.0017, -2.7437, 2.8699], [-4.0402, -2.2818, 3.5854], [-1.9931, -1.9289, 2.3648], [-1.9636, -0.6080, 2.6459], [-0.9568, -2.4750, 1.5956], [0.3556, -1.6342, 0.7020], [-0.9518, -3.8576, 1.5073], [-0.0127, -4.5106, 0.7804], [-1.8899, -4.7089, 2.0714], [-1.6897, -6.0628, 2.0022], [-2.1212, 0.5581, -0.8498], [-0.7813, 0.9316, -1.3701], [-0.7207, 2.3661, -1.7438], [-0.4172, 0.0543, -2.5474], [1.1040, -0.0178, -2.6504], [1.7082, -0.1993, -3.9336], [3.1075, -0.2148, -4.0024], [3.8662, -0.0456, -2.8114], [3.2553, 0.1442, -1.5981], [1.8676, 0.2373, -1.5312], [-2.7725, 0.3543, -1.6917], [-2.4968, 1.4160, -0.2509], [-1.9607, -0.3434, -0.2162], [-1.3881, 2.5213, -2.5850], [0.3141, 2.5988, -2.1136], [-1.0169, 2.9802, -0.8900], [-0.8136, 0.4259, -3.4817], [-0.9047, -0.9259, -2.3572], [1.0835, -0.4010, -4.8173], [3.5615, -0.5031, -4.9689], [4.9509, -0.0492, -2.9007], [3.8367, 0.2799, -0.6756]], "atomic_forces_ev_per_a": [[-0.769, 0.035, 0.607], [1.084, -1.453, -0.767], [0.489, 0.214, -0.571], [-0.364, -0.182, 0.595], [0.976, 0.687, 0.907], [1.429, -0.724, -0.194], [-1.529, 0.812, 1.544], [-0.330, 0.166, -0.221], [0.102, -0.012, 0.328], [-0.117, 0.452, -0.258], [-0.964, 0.008, -0.085], [-0.296, 0.153, -0.239], [0.109, 0.732, -0.439], [0.847, 0.882, -0.244], [-0.747, -0.111, 0.243], [-0.269, -0.665, 0.355], [0.335, 0.408, -0.188], [0.171, -0.142, 0.033], [-0.430, -0.426, -0.182], [0.404, 0.257, -0.237], [-0.426, -1.762, 0.449], [0.641, -1.115, -0.834], [-0.240, 0.629, 0.406], [0.513, -0.886, 0.084], [-0.576, 1.583, -0.019], [0.764, 0.364, 0.558], [-0.173, 0.364, -0.658], [0.774, -0.506, -0.640], [0.536, -0.352, 1.078], [-0.047, 0.327, -2.072], [0.168, -0.299, 1.104], [-0.549, -0.522, 0.180], [0.362, -0.177, -1.464], [0.026, 0.485, 0.100], [-0.238, -0.484, 0.767], [-0.447, -0.057, 0.002], [0.052, -0.744, -0.257], [-0.534, 0.566, -0.444], [-0.374, 0.334, -0.177], [-0.893, -0.117, 0.593], [0.199, -0.024, -0.204], [-0.453, 0.399, -0.235], [0.542, 0.390, -0.036], [0.389, 0.182, 0.368], [0.004, 0.537, 0.743], [-0.127, -0.129, 0.102], [-0.025, -0.077, -0.485]], "nbo_charge": [1.0773, -0.2409, -0.2165, -0.1740, -0.4358, -0.3782, -0.1178, 0.2233, 0.2290, 0.2388, 0.2542, 0.2407, 0.2119, -0.2898, 0.2798, 0.2641, -0.2920, 0.3129, -0.3030, -0.2598, -0.2482, 0.3844, -0.3032, 0.2577, -0.2906, -0.4127, -0.5022, -0.4097, -0.2414, -0.0796, -0.2003, -0.2270, -0.2248, -0.1609, -0.4730, 0.2007, 0.2111, 0.2289, 0.1891, 0.2327, 0.2135, 0.1992, 0.2238, 0.2042, 0.2138, 0.2077, 0.1826], "e_homo_ev": [-6.505, -8.299], "multiplicity": 4, "lumo_ha": [0.004, -0.008], "e_above_lowest_kcal_mol": 0.00}


no.,largest force on an atom (eV/A),calculated total energy (eV)
1,3.64,-37670.547
2,2.32,-73666.257